The following is a quantum chemistry calculation of C28H25FeN7O5S as an isolated structure, from the OMol25 dataset.

Structure (XYZ):
```
67
Properties=species:S:1:pos:R:3:forces:R:3
Fe -0.159 -0.358 0.312 0.33 -0.73 -0.27
N -2.122 4.057 -1.413 0.05 0.00 0.01
C -1.473 3.209 -0.596 -0.05 0.04 -0.14
N -1.045 2.046 -0.952 0.02 0.33 0.07
C -1.136 1.679 -2.273 0.07 -0.05 0.03
N -0.389 0.716 -2.715 -0.10 -0.18 -0.02
N 0.405 0.211 -1.699 -0.30 0.48 0.20
C 1.627 0.010 -1.979 0.08 -0.05 0.04
C 2.485 -0.360 -0.856 -0.04 0.07 -0.07
C 3.853 -0.519 -0.954 0.03 0.01 -0.01
C 4.580 -0.702 0.215 0.00 0.00 0.00
C 3.916 -0.699 1.427 0.00 0.00 0.00
C 2.535 -0.555 1.444 0.01 -0.04 -0.02
N 1.839 -0.410 0.320 -0.11 -0.07 0.02
C -2.019 2.427 -3.161 0.02 0.01 0.00
C -2.363 2.002 -4.446 -0.01 -0.01 -0.01
C -3.158 2.794 -5.244 0.00 0.01 0.00
C -3.612 4.029 -4.772 0.00 -0.01 -0.01
C -3.279 4.468 -3.509 0.01 0.01 0.01
C -2.481 3.661 -2.701 -0.02 0.01 -0.01
H -2.379 4.974 -1.082 -0.03 -0.01 0.01
H -1.311 3.540 0.427 -0.03 -0.01 0.00
H 2.025 0.198 -2.972 -0.02 -0.01 -0.01
H 4.334 -0.477 -1.921 0.00 0.00 0.00
H 5.654 -0.827 0.174 0.00 0.00 0.00
H 4.445 -0.812 2.362 0.01 0.00 0.00
H 1.972 -0.569 2.365 0.00 -0.01 0.00
H -1.983 1.052 -4.798 0.00 0.00 0.00
H -3.426 2.468 -6.240 0.00 0.00 0.00
H -4.232 4.650 -5.404 0.00 0.00 0.00
H -3.631 5.425 -3.144 0.00 0.00 0.00
O -0.086 -1.904 3.875 -0.01 -0.02 0.02
C -0.596 -1.552 2.843 -0.01 -0.06 -0.08
O 0.023 -1.616 1.677 0.02 0.06 0.26
C -2.021 -1.046 2.743 0.00 0.02 -0.04
C -2.633 -1.494 1.408 0.00 0.06 0.07
C -4.140 -1.311 1.395 0.00 0.01 -0.01
C -4.266 0.229 1.367 0.00 -0.01 -0.01
C -2.808 0.670 1.292 -0.08 0.06 -0.02
O -2.188 -0.406 0.510 -0.05 -0.04 -0.10
C -2.095 0.514 2.629 -0.01 -0.06 0.02
C -0.751 1.248 2.580 -0.06 0.11 -0.06
O -0.466 2.048 3.438 0.00 0.02 -0.02
O 0.015 1.043 1.525 0.12 -0.01 -0.01
H -2.578 -1.408 3.603 -0.01 0.00 0.00
H -2.260 -2.440 1.032 0.00 0.00 -0.01
H -4.574 -1.764 0.505 0.00 0.00 0.00
H -4.601 -1.768 2.269 0.01 0.00 0.00
H -4.821 0.569 0.493 0.00 0.00 0.00
H -4.748 0.637 2.254 0.00 0.00 0.00
H -2.645 1.611 0.790 0.04 -0.01 -0.02
H -2.660 0.947 3.449 0.02 0.00 0.01
N -2.240 -5.876 -3.632 0.00 0.03 -0.05
C -1.098 -5.766 -2.937 -0.01 0.00 0.02
S 0.007 -6.973 -2.876 0.03 0.00 -0.01
C -0.894 -4.463 -2.212 -0.01 -0.03 -0.04
C 0.152 -4.338 -1.306 0.02 0.00 0.05
C 0.336 -3.150 -0.631 -0.01 0.02 -0.02
N -0.449 -2.083 -0.830 0.04 0.07 0.19
C -1.450 -2.185 -1.705 0.05 0.02 -0.06
C -1.707 -3.349 -2.404 0.00 0.07 -0.02
H -2.400 -6.723 -4.151 0.00 -0.01 0.01
H -2.921 -5.142 -3.701 -0.02 -0.02 0.05
H 0.807 -5.178 -1.128 0.00 0.00 0.00
H 1.115 -3.038 0.109 -0.01 -0.01 0.01
H -2.057 -1.302 -1.849 0.00 -0.01 0.00
H -2.534 -3.335 -3.100 0.01 -0.01 -0.01
```
Forces are in eV/Å.

Results
HOMO energy (alpha / beta) = -11.03 / -11.03 eV
HOMO-LUMO gap (alpha / beta) = 7.51 / 7.55 eV
max |F| = 0.016 hartree/bohr
energy above the lowest of the compared OMol25 structures with the same formula, charge and spin = 0.00 kJ/mol
multiplicity = 2
charge = +1

---

The following is a quantum chemistry calculation of C39H41IrN2O8P4 as an isolated structure at a distorted geometry, from the OMol25 dataset.

Structure (XYZ):
```
95
Properties=species:S:1:pos:R:3:forces:R:3
Ir 0.138 0.179 0.248 0.18 -0.40 0.38
C 3.100 -2.845 -2.204 -0.03 -0.02 -0.01
C 2.715 -2.813 -0.732 0.09 0.00 -0.02
O 3.007 -4.094 -0.151 0.07 0.03 0.03
P 3.534 -1.462 0.184 -0.14 -0.14 -0.07
O 5.089 -1.514 -0.076 0.00 0.02 -0.02
O 3.419 -1.920 1.705 0.05 0.06 0.01
O 2.910 -0.184 -0.192 -0.03 0.04 -0.04
P 0.924 -2.483 -0.466 -0.06 -0.09 -0.05
O 0.243 -3.905 -0.688 -0.08 0.03 -0.01
O 0.798 -1.990 0.972 -0.03 0.03 0.09
O 0.302 -1.503 -1.432 0.03 0.13 0.07
H 4.179 -2.756 -2.330 0.01 -0.04 0.02
H 2.608 -2.040 -2.748 0.03 0.03 0.02
H 2.781 -3.798 -2.625 -0.04 0.02 -0.02
H 3.199 -3.981 0.789 -0.02 -0.01 0.01
H 5.595 -2.096 0.503 0.01 -0.01 0.02
H 2.465 -1.921 1.936 -0.02 -0.01 -0.01
H 0.697 -4.612 -0.209 0.08 -0.03 -0.06
C -1.788 2.677 -0.868 0.02 0.30 -0.05
N -1.199 3.773 -0.126 0.16 -0.06 -0.25
C 0.068 3.556 0.520 -0.08 -0.12 0.04
P 1.034 2.144 -0.154 0.22 0.38 -0.08
C 1.332 2.519 -1.895 -0.03 0.00 0.06
C 1.595 1.471 -2.774 0.01 -0.04 -0.01
C 1.831 1.741 -4.114 0.00 -0.01 -0.01
C 1.797 3.048 -4.578 0.00 0.00 0.01
C 1.524 4.093 -3.705 0.00 -0.01 -0.01
C 1.291 3.831 -2.364 0.03 0.00 0.01
C 2.581 2.457 0.742 -0.09 -0.14 0.06
C 2.587 2.256 2.120 -0.02 -0.01 0.02
C 3.739 2.486 2.855 -0.01 -0.01 -0.02
C 4.893 2.912 2.211 0.00 0.01 0.00
C 4.890 3.107 0.838 0.02 -0.01 0.00
C 3.739 2.877 0.100 -0.02 0.04 -0.02
C -1.936 4.917 0.195 -0.01 0.00 0.12
C -1.641 5.642 1.353 -0.03 0.00 -0.04
C -2.380 6.768 1.684 0.00 0.00 0.01
C -3.428 7.192 0.882 -0.01 0.01 -0.01
C -3.715 6.482 -0.275 0.00 0.01 0.00
C -2.977 5.365 -0.626 0.03 -0.02 0.04
P -1.864 1.077 0.073 -0.15 0.90 -0.72
C -2.590 1.714 1.606 -0.17 -0.19 -0.10
C -1.989 1.444 2.832 0.07 0.00 0.05
C -2.479 2.023 3.992 -0.02 0.01 -0.01
C -3.586 2.859 3.937 -0.02 0.00 -0.01
C -4.198 3.122 2.720 0.02 -0.01 0.02
C -3.698 2.558 1.557 0.03 0.07 0.02
C -3.013 0.267 -1.068 0.04 -0.05 0.03
C -4.369 0.116 -0.793 -0.06 0.00 0.04
C -5.198 -0.505 -1.716 -0.01 0.02 0.01
C -4.680 -0.970 -2.918 0.01 0.01 -0.01
C -3.330 -0.816 -3.196 -0.02 -0.01 0.01
C -2.494 -0.201 -2.273 0.01 0.04 -0.02
H -1.263 2.499 -1.815 -0.03 -0.09 0.01
H -2.804 2.943 -1.147 -0.03 -0.04 0.09
H -0.016 3.316 1.593 -0.04 0.00 0.00
H 0.698 4.449 0.466 -0.02 0.02 -0.05
H 1.610 0.451 -2.409 0.00 0.00 0.02
H 2.040 0.928 -4.797 0.00 0.00 0.00
H 1.977 3.254 -5.625 0.00 0.00 0.00
H 1.490 5.111 -4.069 0.00 0.00 0.00
H 1.071 4.651 -1.693 0.00 0.01 0.00
H 1.693 1.905 2.627 -0.01 0.00 -0.01
H 3.738 2.328 3.926 0.00 0.00 0.00
H 5.795 3.090 2.781 0.00 0.00 0.00
H 5.791 3.434 0.336 0.00 0.00 0.00
H 3.751 3.013 -0.974 -0.01 0.00 -0.01
H -0.850 5.319 2.015 0.00 0.02 0.01
H -2.136 7.310 2.588 0.00 0.00 0.00
H -4.003 8.069 1.145 0.00 0.00 0.01
H -4.514 6.810 -0.927 0.00 0.00 0.00
H -3.199 4.857 -1.555 0.00 0.01 -0.02
H -1.139 0.771 2.884 -0.02 -0.01 -0.04
H -1.998 1.817 4.940 -0.01 0.00 0.01
H -3.971 3.309 4.843 0.01 0.01 0.00
H -5.051 3.785 2.669 -0.01 0.00 0.01
H -4.163 2.809 0.611 -0.01 -0.03 0.00
H -4.780 0.469 0.146 0.02 -0.01 0.00
H -6.251 -0.622 -1.496 0.00 0.00 0.00
H -5.331 -1.449 -3.637 0.00 -0.01 0.00
H -2.920 -1.180 -4.128 0.00 0.00 -0.01
H -1.434 -0.114 -2.481 -0.01 0.00 0.00
O -2.105 -0.954 1.097 0.16 -0.66 0.57
N -2.920 -1.966 0.898 0.18 0.08 -0.05
C -2.740 -2.771 -0.164 -0.12 -0.02 0.04
C -3.611 -3.818 -0.387 0.02 0.07 0.05
C -4.663 -4.031 0.488 -0.06 -0.10 -0.03
C -4.820 -3.189 1.580 0.07 0.05 -0.05
C -3.932 -2.154 1.766 -0.03 -0.06 -0.06
H -1.898 -2.528 -0.793 -0.03 0.02 0.00
H -3.449 -4.450 -1.247 -0.01 -0.01 0.00
H -5.353 -4.847 0.324 0.00 0.00 0.01
H -5.624 -3.322 2.288 -0.01 -0.01 0.00
H -3.966 -1.442 2.576 0.01 0.01 0.00
```
Forces are in eV/Å.

Results
HOMO energy (alpha / beta) = -9.79 / -9.79 eV
HOMO-LUMO gap (alpha / beta) = 7.46 / 6.33 eV
max |F| = 0.023 hartree/bohr
energy above the lowest of the compared OMol25 structures with the same formula, charge and spin = 0.00 kJ/mol
multiplicity = 2
charge = +1

---

The following is a quantum chemistry calculation of CH3NO2S2 as an isolated structure at a distorted geometry, from the OMol25 dataset.

Structure (XYZ):
```
9
Properties=species:S:1:pos:R:3:forces:R:3
C -0.108 -0.974 0.353 -0.45 1.77 -0.38
N 0.117 1.268 -0.305 -0.81 -3.33 -0.12
O -1.544 -0.323 -1.770 -0.22 -0.60 -2.26
O 2.204 0.107 0.762 1.56 0.05 -0.14
S -1.326 0.120 -0.437 0.89 1.77 2.20
S 0.828 0.417 1.043 -0.93 0.49 -0.02
H -0.542 -1.625 1.099 0.36 -0.69 -0.41
H 0.497 -1.203 -0.539 -0.09 -1.06 0.70
H -0.126 2.213 -0.206 -0.32 1.60 0.43
```
Forces are in eV/Å.

Results
HOMO energy = -9.59 eV
HOMO-LUMO gap = 9.89 eV
max |F| = 0.067 hartree/bohr
energy above the lowest of the compared OMol25 structures with the same formula, charge and spin = 179.14 kJ/mol
charge = 0